C2H5CoO3 as an isolated structure at a distorted geometry, computed with the ωB97M-V functional and the def2-TZVPD basis.

LUMO energy (alpha / beta) ... -6.87 / -6.86 eV
Expectation value of S² ... 3.760
HOMO energy (alpha / beta) ... -14.60 / -14.52 eV
Gap between HOMO and LUMO (alpha / beta) ... 0.284 / 0.281 Ha

```
! RIJCOSX wB97M-V def2-TZVPD def2/J DEFGRID3
* xyz 1 4
H -0.3835 -0.1211 -1.4966
O 0.9442 -1.5493 -1.1456
O 1.8854 -0.6403 -1.6266
C -0.2684 -1.1726 -1.2057
H -0.9726 -2.0051 -1.2870
Co 1.6087 0.7296 -0.3737
O 0.6216 1.3082 0.9294
C -0.5844 0.9923 1.4686
H -1.2749 1.8548 1.5155
H -1.0743 0.0662 0.7477
H -0.5018 0.5372 2.4740
*
```

C25H48FeOP2 as an isolated structure at a distorted geometry, computed with the ωB97M-V functional and the def2-TZVPD basis.

LUMO energy (alpha / beta) ... -2.85 / -4.68 eV
Expectation value of S² ... 8.919
HOMO energy (alpha / beta) ... -10.47 / -10.41 eV
Gap between HOMO and LUMO (alpha / beta) ... 0.280 / 0.210 Ha

```
! RIJCOSX wB97M-V def2-TZVPD def2/J DEFGRID3
* xyz 1 6
Fe -0.3901 -0.4360 -2.1556
C -1.8419 1.6092 0.1109
C -2.1070 0.6732 -0.9801
C -2.2225 -0.4478 1.0490
C -1.9477 0.9227 1.3227
C -2.3487 -0.6213 -0.3453
C -1.7813 3.0809 -0.0145
H -1.4211 3.3719 -1.0049
H -1.1041 3.4902 0.7457
H -2.7738 3.5493 0.1408
C -1.9680 1.5559 2.6761
H -1.8193 2.6387 2.6083
H -1.1888 1.1686 3.3440
H -2.9308 1.3977 3.1889
C -2.4853 -1.4974 2.0654
H -3.5725 -1.6740 2.1863
H -2.0813 -1.2101 3.0501
H -2.0366 -2.4642 1.7723
C -2.9512 -1.8186 -0.9724
H -4.0476 -1.7224 -1.0321
H -2.7152 -2.7087 -0.3749
H -2.5786 -1.9814 -1.9937
C -2.6833 1.1672 -2.2633
H -3.6897 1.5744 -2.1075
H -2.7782 0.3671 -3.0134
H -2.0583 1.9781 -2.6804
C 1.4625 0.3357 -2.7197
C 0.3878 1.2656 -2.9466
C -0.1136 1.5032 -4.3418
C -1.0223 0.3494 -4.8973
C -1.1186 -0.8518 -3.9878
C 0.0441 -1.6681 -3.7429
C 1.3007 -1.4027 -4.5477
C 2.1532 -0.3007 -3.8897
H 0.7186 1.6569 -5.0499
H -0.6626 0.0716 -5.8980
H -0.7089 2.4298 -4.3865
H 2.4055 0.4554 -4.6399
H 2.0799 0.4510 -1.8198
H 0.2938 2.1427 -2.2864
H 3.1051 -0.7260 -3.5720
H 1.8862 -2.3256 -4.6377
H -0.0721 -2.7176 -3.5060
H 1.0981 -1.1248 -5.5932
H -2.0316 0.7445 -5.0862
H -2.1006 -1.3268 -3.9440
P 1.6138 1.6499 0.6154
C 1.4332 2.7799 2.0637
H 2.3504 3.3924 2.1412
H 1.2872 2.1741 2.9708
H 0.5633 3.4434 1.9154
C 3.3667 1.0992 0.7379
H 3.9850 1.9010 1.1729
H 3.7364 0.8368 -0.2663
H 3.3690 0.2056 1.3763
C 1.9993 3.1247 -0.5440
H 2.3333 2.7855 -1.5386
H 2.7931 3.7497 -0.0950
H 1.1004 3.7516 -0.6787
P 0.9052 -2.3130 -0.3462
C -0.1073 -3.7127 -0.9972
H 0.5472 -4.5644 -1.2166
H -0.6690 -3.4303 -1.8976
H -0.8461 -3.9691 -0.2226
C 2.5423 -2.3759 -1.1893
H 2.4240 -2.2291 -2.2745
H 3.0574 -3.3263 -0.9885
H 3.1357 -1.5356 -0.7888
C 1.4179 -3.2293 1.1813
H 1.7313 -4.2488 0.8742
H 0.5460 -3.2949 1.8580
H 2.2528 -2.7073 1.6804
C 0.9128 -0.4446 2.9534
O 0.9679 -0.1653 1.5556
H 1.2397 -1.4670 3.2202
H -0.1308 -0.3571 3.3214
H 1.5474 0.2131 3.5652
*
```

C3H2BaF3NO5S2 as an isolated structure at a distorted geometry, computed with the ωB97M-V functional and the def2-TZVPD basis.

LUMO energy ... -1.84 eV
HOMO energy ... -7.56 eV
Gap between HOMO and LUMO ... 0.210 Ha

```
! RIJCOSX wB97M-V def2-TZVPD def2/J DEFGRID3
* xyz 0 1
C -2.8409 0.3209 -0.1278
C -3.6275 -0.5225 0.5684
O -4.2250 -1.2322 1.2385
Ba -1.0127 -0.9330 -1.8399
H -3.4422 0.9069 -0.8389
N 0.8880 1.3249 0.4569
S 0.7365 1.5781 -1.2992
O -0.0658 2.8341 -1.3508
O 2.0129 1.7259 -2.0497
S 1.3556 -0.1014 0.8967
O 0.6095 -1.1263 0.0530
O 1.2440 -0.3033 2.3354
C 3.0969 -0.6495 0.5182
F 3.2004 -0.9908 -0.7556
F 3.9191 0.3472 0.7961
F 3.4113 -1.7045 1.2517
H -1.9585 1.1201 0.5479
*
```

C6H8LiO6Pb as an isolated structure at a distorted geometry, computed with the ωB97M-V functional and the def2-TZVPD basis.

LUMO energy (alpha / beta) ... -0.04 / -0.08 eV
Expectation value of S² ... 0.753
Energy above the lowest of the compared OMol25 structures with the same formula, charge and spin ... 20.1 kcal per mole
HOMO energy (alpha / beta) ... -4.33 / -8.61 eV
Gap between HOMO and LUMO (alpha / beta) ... 0.158 / 0.313 Ha

```
! RIJCOSX wB97M-V def2-TZVPD def2/J DEFGRID3
* xyz 0 2
Pb -0.4508 -0.1787 1.4492
O 0.4500 0.4416 -0.4461
O -1.5068 2.0320 -1.6297
C -2.1789 2.7564 -0.5842
C -2.7680 1.6456 0.2624
O -1.9352 0.5132 -0.0820
C -1.1899 0.7844 -1.2473
H -1.4411 3.3560 -0.0347
H -2.9315 3.4030 -1.0452
H -3.7962 1.3629 0.0093
H -2.7533 1.8724 1.3338
Li -0.3161 -0.6608 -2.5056
O 1.3560 -1.1458 -1.7739
O 2.4358 -0.4198 0.0844
C 2.9225 -1.6664 0.5689
C 1.7208 -2.3509 1.2445
O 0.5761 -1.7789 0.6661
C 1.2771 -0.6138 -0.6382
H 3.2724 -2.2634 -0.2859
H 3.7487 -1.4660 1.2601
H 1.7513 -2.1861 2.3351
H 1.7569 -3.4372 1.0590
*
```

C34H38AsCl3CrF3N5O10S2 as an isolated structure at a distorted geometry, computed with the ωB97M-V functional and the def2-TZVPD basis.

LUMO energy (alpha / beta) ... 4.15 / 3.65 eV
Expectation value of S² ... 6.037
Energy above the lowest of the compared OMol25 structures with the same formula, charge and spin ... 0.0 kcal per mole
HOMO energy (alpha / beta) ... -3.16 / -3.46 eV
Gap between HOMO and LUMO (alpha / beta) ... 0.268 / 0.262 Ha

```
! RIJCOSX wB97M-V def2-TZVPD def2/J DEFGRID3
* xyz -2 5
Cr 0.7119 0.7802 0.4985
O -1.7036 2.0208 3.2560
As -1.6422 2.9260 1.7473
O -3.0835 1.8428 1.1274
O -0.1865 2.4241 0.9755
C -3.6193 0.9250 1.9480
C -4.7023 1.2718 2.7507
C -5.2666 0.3851 3.6542
C -4.7090 -0.8892 3.8250
C -3.7088 -1.2745 2.9676
C -3.1896 -0.4055 2.0170
S -2.0186 -1.0764 0.9101
O -2.7985 -1.5845 -0.2186
O -1.3167 -2.1185 1.6535
O -1.1724 0.0408 0.5012
H -1.0762 2.3357 3.9491
H -5.0957 2.2730 2.6880
H -6.0882 0.6968 4.2930
H -5.0308 -1.5396 4.6289
H -3.2595 -2.2611 3.0238
Cl 1.8925 -0.3953 6.0544
C 0.4907 -0.1083 5.0534
Cl -1.1123 -0.4266 5.6274
Cl 0.3762 2.8023 5.4984
C 0.6732 0.2781 3.7064
N 0.7762 0.5030 2.5747
F 3.6933 0.5547 0.6816
C 2.6920 1.5194 0.5935
F 3.0049 2.3108 1.6777
F 3.1290 2.3010 -0.4604
C 0.8492 5.1515 2.6162
C 0.4400 5.6722 1.2152
S 1.4194 4.9481 -0.1504
O 1.0973 5.7895 -1.3702
C 3.0718 5.4893 0.4521
C 4.0424 5.4373 -0.7315
H 0.1480 5.4808 3.3904
H 1.8298 5.5141 2.9238
H 0.9099 4.0463 2.5883
H 0.5866 6.7388 1.0871
H -0.5974 5.4490 0.9456
H 3.3489 4.8111 1.2444
H 2.9625 6.5125 0.8216
H 4.1463 4.4080 -1.0775
H 5.0306 5.7791 -0.4609
H 3.6648 6.0417 -1.5585
O 2.4875 -1.6815 2.3544
C 1.9503 -2.0306 1.3270
N 1.8450 -3.3869 0.9749
C 1.2640 -3.5272 -0.3334
C 0.8291 -2.0514 -0.5622
O 0.1035 -1.7767 -1.5062
N 1.3885 -1.2322 0.3417
C 2.3424 -3.7687 -1.4091
C 3.6974 -3.5957 -1.1037
C 4.6510 -3.7750 -2.1017
C 4.2782 -4.1306 -3.3981
C 2.9333 -4.2804 -3.6963
C 1.9747 -4.0771 -2.7123
C 0.1370 -4.5557 -0.4088
C -1.2218 -4.2311 -0.4816
C -2.1756 -5.2490 -0.4767
C -1.8106 -6.5721 -0.4363
C -0.4681 -6.8922 -0.3947
C 0.4916 -5.8976 -0.3743
H 1.6567 -4.0440 1.7063
H 3.9944 -3.2874 -0.1250
H 5.6952 -3.5890 -1.8748
H 5.0484 -4.3030 -4.1397
H 2.6207 -4.5259 -4.6941
H 0.9188 -4.1795 -2.9699
H -1.5743 -3.2230 -0.5893
H -3.2075 -4.9583 -0.5104
H -2.5611 -7.3555 -0.3951
H -0.1523 -7.9374 -0.3382
H 1.5394 -6.1619 -0.3026
C -1.4685 3.2274 -1.6444
N -1.5679 1.7790 -1.7517
C -2.8549 1.2288 -2.1318
C -2.8609 1.0097 -3.6320
C -1.7290 0.0585 -3.9737
N -0.4947 0.3816 -3.2603
C 0.6640 -0.3213 -3.7377
C -0.4527 1.1012 -2.1320
O 0.6356 1.2078 -1.4963
H -2.1846 3.6145 -0.9048
H -1.6934 3.6815 -2.6216
H -0.4527 3.5316 -1.3464
H -3.6093 1.9379 -1.8132
H -3.0220 0.2919 -1.5719
H -2.7338 1.9696 -4.1600
H -3.8028 0.5777 -3.9640
H -1.5191 0.0835 -5.0599
H -2.0146 -0.9751 -3.7557
H 0.4674 -1.3902 -3.8020
H 1.4722 -0.1844 -3.0353
H 0.9364 0.0844 -4.7137
*
```